<a>
60
Properties=species:S:1:pos:R:3 method="wB97M-V/def2-TZVPD" smiles="CCOC(=O)OC.CCOC(=O)OC.CCOC(=O)OC.CCOC(=O)OC" homo_energy_ev=-10.70 gap_ev=11.1
C -2.141 12.257 -10.054
C -0.973 11.300 -10.342
O -1.482 10.083 -10.899
C -1.683 9.066 -10.064
O -1.407 9.037 -8.886
O -2.206 8.056 -10.745
C -2.569 6.869 -10.097
H -1.763 13.272 -9.934
H -2.656 11.936 -9.144
H -2.948 12.271 -10.786
H -0.326 11.203 -9.479
H -0.459 11.742 -11.196
H -2.941 6.180 -10.860
H -3.410 7.043 -9.421
H -1.736 6.335 -9.635
C 0.676 17.649 -5.295
C 0.714 16.146 -5.081
O 1.463 15.556 -6.145
C 1.526 14.249 -6.245
O 1.038 13.467 -5.461
O 2.181 13.930 -7.358
C 2.247 12.548 -7.751
H 1.619 18.087 -4.958
H -0.117 18.098 -4.700
H 0.557 17.929 -6.340
H -0.324 15.817 -5.180
H 1.135 15.809 -4.137
H 2.838 12.618 -8.660
H 1.271 12.128 -7.979
H 2.786 12.053 -6.946
C 2.200 20.564 -6.714
C 2.754 21.508 -7.737
O 2.510 21.117 -9.101
C 1.270 21.019 -9.526
O 0.266 21.316 -8.934
O 1.298 20.527 -10.764
C 0.034 20.442 -11.447
H 2.563 19.560 -6.916
H 1.111 20.632 -6.710
H 2.487 20.991 -5.750
H 3.845 21.517 -7.706
H 2.489 22.553 -7.564
H -0.346 21.451 -11.593
H -0.634 19.849 -10.826
H 0.271 19.954 -12.385
C 7.070 17.159 -11.907
C 6.930 15.726 -11.424
O 5.673 15.228 -11.862
C 5.411 13.935 -11.778
O 6.227 13.049 -11.779
O 4.101 13.765 -11.727
C 3.635 12.440 -11.509
H 6.124 17.684 -11.770
H 7.227 17.191 -12.989
H 7.926 17.644 -11.444
H 6.925 15.705 -10.333
H 7.756 15.138 -11.824
H 3.946 11.806 -12.337
H 2.547 12.438 -11.553
H 3.933 12.091 -10.524

***

<b>
60
Properties=species:S:1:pos:R:3 method="wB97M-V/def2-TZVPD" smiles="CCOC(=O)OC.CCOC(=O)OC.CCOC(=O)OC.CCOC(=O)OC" homo_energy_ev=-10.59 gap_ev=11.1
C -2.342 -0.069 -5.472
C -0.810 -0.268 -5.276
O -0.150 0.839 -4.641
C 1.137 0.645 -4.290
O 1.885 -0.270 -4.547
O 1.493 1.675 -3.629
C 2.586 1.573 -2.675
H -2.809 -0.028 -4.488
H -2.726 -0.960 -5.969
H -2.648 0.783 -6.079
H -0.408 -0.448 -6.273
H -0.735 -1.106 -4.583
H 2.324 0.791 -1.962
H 2.855 2.519 -2.204
H 3.435 1.305 -3.304
C 7.283 3.407 5.339
C 8.605 2.785 5.746
O 9.498 2.460 4.658
C 9.352 1.309 4.014
O 8.568 0.419 4.354
O 10.217 1.217 3.009
C 10.303 -0.026 2.243
H 6.611 3.622 6.169
H 6.659 2.697 4.797
H 7.491 4.312 4.767
H 8.328 1.940 6.376
H 9.190 3.404 6.427
H 9.286 -0.397 2.118
H 10.730 -0.859 2.802
H 10.823 0.048 1.288
C -0.026 3.461 3.999
C -0.838 2.882 2.832
O -1.391 1.677 3.174
C -0.784 0.511 2.820
O 0.297 0.322 2.255
O -1.617 -0.448 3.166
C -1.296 -1.781 2.856
H -0.160 4.534 4.138
H 1.044 3.343 3.829
H -0.128 2.937 4.949
H -0.389 2.920 1.840
H -1.609 3.638 2.680
H -0.715 -1.933 1.946
H -2.136 -2.456 2.693
H -0.760 -2.152 3.729
C -6.537 -5.141 -1.969
C -6.821 -3.980 -2.927
O -8.206 -3.953 -3.353
C -8.926 -2.851 -3.204
O -8.678 -1.783 -2.607
O -10.044 -2.991 -3.948
C -10.918 -1.877 -4.086
H -6.960 -6.113 -2.223
H -6.964 -4.953 -0.984
H -5.474 -5.365 -1.873
H -6.108 -3.946 -3.750
H -6.479 -3.109 -2.367
H -11.887 -2.131 -4.517
H -10.444 -1.126 -4.719
H -11.076 -1.456 -3.093

***

From most stable to least stable, the computed energies give <a>, <b>.

***

<a>
20
Properties=species:S:1:pos:R:3 method="wB97M-V/def2-TZVPD" smiles="NOC(=O)O.CCOC" homo_energy_ev=-9.65 gap_ev=10.5
N 2.165 0.839 0.358
O 1.528 0.049 -0.628
C 1.078 -1.267 -0.132
O 1.510 -1.650 0.942
O 1.001 -2.117 -1.198
H 1.626 0.623 1.207
H 3.096 0.436 0.473
H 1.899 -2.273 -1.519
C -0.907 1.735 -1.329
C -0.968 1.202 0.063
O -0.692 -0.503 0.183
C -1.409 -1.249 1.151
H -1.188 0.967 -2.047
H 0.064 2.172 -1.545
H -1.617 2.565 -1.401
H -2.003 1.120 0.399
H -0.382 1.743 0.806
H -0.721 -1.613 1.914
H -1.882 -2.104 0.659
H -2.197 -0.676 1.646

***

<b>
20
Properties=species:S:1:pos:R:3 method="wB97M-V/def2-TZVPD" smiles="O=C(O)NO.C=C.CO" homo_energy_ev=-9.92 gap_ev=10.5
O 3.480 1.187 0.669
C 2.476 0.689 1.096
O 2.361 -0.595 1.459
N 1.276 1.377 1.126
O 0.219 0.805 1.858
H 1.488 -0.708 1.880
H 1.328 2.383 1.210
H -0.474 0.555 1.189
C 0.419 -0.136 -1.936
C 0.507 -1.403 -1.491
H -0.322 0.162 -2.664
H 1.017 0.655 -1.510
H 1.345 -1.700 -0.878
H 0.009 -2.213 -2.004
C -2.877 -0.043 0.103
O -1.474 -0.048 -0.052
H -3.210 -0.827 0.787
H -3.396 -0.143 -0.858
H -3.157 0.917 0.541
H -1.015 -0.913 -0.525

***

From most stable to least stable, the computed energies give <b>, <a>.

***

<a>
8
Properties=species:S:1:pos:R:3 method="wB97M-V/def2-TZVPD" smiles="N#[N+][O-].C=N" homo_energy_ev=-9.87 gap_ev=11.0
N -1.918 0.203 -0.157
N -1.228 1.042 -0.231
O -0.344 1.746 -0.320
C 0.512 -0.950 0.121
N 0.793 0.101 0.773
H 0.988 -1.330 -0.951
H -0.254 -1.682 0.397
H 1.452 0.870 0.370

***

<b>
8
Properties=species:S:1:pos:R:3 method="wB97M-V/def2-TZVPD" smiles="N#[N+][O-].C=N" homo_energy_ev=-9.80 gap_ev=11.0
N 0.550 -2.034 0.405
N 0.049 -1.330 1.079
O -0.454 -0.660 1.846
C 0.273 0.727 -0.922
N -0.191 1.203 0.146
H -0.417 0.173 -1.672
H 1.278 0.847 -1.316
H -1.089 1.074 0.433

***

From most stable to least stable, the computed energies give <b>, <a>.

***

<a>
15
Properties=species:S:1:pos:R:3 method="wB97M-V/def2-TZVPD" charge=+2 homo_energy_ev=-20.82 gap_ev=11.3
C -1.770 0.115 0.078
C -0.415 0.120 0.664
C 2.222 -0.329 0.073
N -1.055 -1.004 0.127
N -2.837 0.661 -0.291
N 1.155 0.555 -0.411
H -0.134 0.229 1.651
H 2.133 -0.284 1.128
H 2.220 -1.404 -0.221
H 3.273 -0.149 -0.192
H -0.878 -2.012 -0.012
H -2.890 1.622 -0.161
H -3.556 0.090 -0.778
H 1.057 0.310 -1.368
H 1.474 1.481 -0.286

***

<b>
15
Properties=species:S:1:pos:R:3 method="wB97M-V/def2-TZVPD" charge=+2 smiles="C/[NH+]=C/[NH+]=C/N" homo_energy_ev=-20.11 gap_ev=10.1
C -2.294 0.788 1.281
N -1.504 0.582 0.106
C -0.200 0.310 0.297
N 0.662 -0.090 -0.610
C 1.750 -0.819 -0.464
N 2.660 -1.061 -1.309
H -2.676 1.838 1.235
H -1.622 0.785 2.079
H -3.183 0.211 1.269
H -1.925 0.504 -0.841
H 0.004 0.295 1.358
H 0.624 0.430 -1.506
H 1.810 -1.135 0.550
H 3.480 -1.704 -1.120
H 2.414 -0.933 -2.324

***

From most stable to least stable, the computed energies give <b>, <a>.

***

<a>
15
Properties=species:S:1:pos:R:3 method="wB97M-V/def2-TZVPD" charge=+1 smiles=CCOB([NH3+])O homo_energy_ev=-15.82 gap_ev=11.9
C -1.663 -0.941 -1.100
C -0.473 -1.437 -0.315
O -0.042 -0.415 0.637
B 0.833 0.517 0.331
N 1.065 1.498 1.557
O 1.614 0.681 -0.755
H -2.430 -0.550 -0.430
H -2.102 -1.778 -1.646
H -1.389 -0.169 -1.821
H -0.720 -2.306 0.289
H 0.376 -1.684 -0.952
H 1.040 2.485 1.299
H 0.376 1.331 2.292
H 1.991 1.327 1.957
H 1.524 1.441 -1.342

***

<b>
15
Properties=species:S:1:pos:R:3 method="wB97M-V/def2-TZVPD" charge=+1 homo_energy_ev="-14.82 / -14.24" gap_ev="9.6 / 9.5"
B 1.505 -0.071 -0.086
C -1.878 0.120 -0.743
C 0.150 -0.799 0.159
N -0.986 0.031 0.483
O 2.605 -0.767 -0.417
O 1.293 1.248 0.174
H -2.356 -0.762 -0.898
H -2.637 0.941 -0.474
H -1.313 0.577 -1.467
H 0.784 -1.310 2.173
H -0.287 -1.708 -0.346
H -0.490 0.994 0.677
H -1.647 -0.251 1.202
H 3.402 -0.250 -0.486
H 1.854 2.007 0.049

***

From most stable to least stable, the computed energies give <a>, <b>.